Record 1
A structure of composition C31H56AlO12S5, computed with ωB97M-V with the def2-TZVPD basis set.

The calculation puts the LUMO energy at 1.82 eV. For the HOMO energy, the calculation gives -4.304 eV. The value obtained for the largest force on an atom is 0.829 eV Å⁻¹.

```
! RIJCOSX wB97M-V def2-TZVPD def2/J DEFGRID3
* xyz -1 1
C 2.365 -4.781 1.243
C 2.836 -3.770 0.201
O 1.816 -3.232 -0.595
C 0.691 -2.692 0.145
Al 1.095 -1.176 1.481
C 0.083 -1.339 3.279
C -1.385 -1.393 3.204
O -2.100 -0.465 3.566
C -2.089 -2.620 2.672
C -2.359 -3.678 3.532
C -3.035 -4.806 3.081
C -3.453 -4.856 1.756
C -3.184 -3.804 0.890
C -2.497 -2.683 1.345
H 1.888 -5.617 0.723
H 3.218 -5.200 1.785
H 1.673 -4.363 1.972
H 3.452 -2.998 0.674
H 3.501 -4.306 -0.488
H 0.044 -2.258 -0.625
H 0.091 -3.482 0.614
H 0.800 0.256 0.762
H 2.661 -1.135 1.911
H 0.333 -0.419 3.816
H 0.506 -2.163 3.864
H -2.048 -3.629 4.569
H -3.236 -5.639 3.741
H -3.972 -5.731 1.384
H -3.498 -3.862 -0.142
H -2.289 -1.868 0.664
C -0.735 2.529 7.175
C -1.227 1.260 7.882
C -0.193 0.161 7.614
S 1.381 0.999 7.383
O 1.801 0.804 6.023
O 2.255 0.706 8.494
C 0.742 2.663 7.534
H -1.297 3.411 7.480
H -0.848 2.412 6.095
H -1.302 1.446 8.957
H -2.214 0.961 7.531
H -0.098 -0.536 8.444
H -0.411 -0.382 6.695
H 1.293 3.315 6.867
H 0.877 2.982 8.565
C -1.261 -5.617 -4.827
C 0.198 -5.160 -4.711
C 0.323 -4.343 -3.420
S -0.934 -4.965 -2.305
O -1.909 -3.923 -2.085
O -0.318 -5.672 -1.216
C -1.642 -6.152 -3.450
H -1.391 -6.376 -5.600
H -1.891 -4.763 -5.082
H 0.850 -6.036 -4.654
H 0.505 -4.575 -5.573
H 1.293 -4.457 -2.944
H 0.117 -3.293 -3.589
H -2.715 -6.216 -3.284
H -1.173 -7.115 -3.252
C -3.363 -0.684 -6.362
C -2.853 0.404 -5.408
C -1.500 -0.066 -4.860
S -0.795 -1.131 -6.123
O -0.714 -2.469 -5.592
O 0.362 -0.504 -6.722
C -2.180 -1.050 -7.253
H -4.212 -0.340 -6.951
H -3.680 -1.560 -5.791
H -2.727 1.341 -5.951
H -3.554 0.591 -4.597
H -0.817 0.759 -4.672
H -1.612 -0.665 -3.957
H -2.291 -2.008 -7.756
H -1.969 -0.266 -7.981
C 1.397 3.026 -8.097
C 1.424 4.447 -7.518
C 0.010 5.025 -7.657
S -1.105 3.615 -7.615
O -1.762 3.506 -8.895
O -1.869 3.642 -6.391
C 0.160 2.356 -7.510
H 2.300 2.470 -7.849
H 1.316 3.071 -9.186
H 1.703 4.405 -6.464
H 2.154 5.077 -8.025
H -0.248 5.699 -6.844
H -0.133 5.526 -8.612
H -0.153 1.473 -8.055
H 0.306 2.114 -6.460
C 2.913 7.090 5.227
C 3.883 7.685 6.256
C 3.267 7.471 7.645
S 2.244 5.998 7.515
O 0.866 6.376 7.712
O 2.844 4.933 8.274
C 2.518 5.720 5.767
H 3.366 7.010 4.240
H 2.028 7.725 5.141
H 4.842 7.165 6.195
H 4.071 8.741 6.070
H 4.018 7.306 8.413
H 2.618 8.297 7.932
H 1.613 5.317 5.319
H 3.333 5.003 5.673
*
```

Record 2
A cluster of 2 separate species, C5H11NO in total at a distorted geometry, computed with ωB97M-V with the def2-TZVPD basis set.

As for the energy above the lowest of the compared OMol25 structures with the same formula, charge and spin: 1076.3 kJ/mol. The calculation puts the LUMO energy at -3.58 eV. For the HOMO energy, the calculation gives -8.050 eV. The value obtained for the largest force on an atom is 5.904 eV Å⁻¹.

```
! RIJCOSX wB97M-V def2-TZVPD def2/J DEFGRID3
* xyz 0 1
N 1.650 -0.033 0.206
C 0.576 -0.247 -0.631
C -0.699 -1.383 -1.186
C -0.527 -0.804 0.149
C -1.699 0.035 0.705
C 0.511 0.668 -1.939
H 1.421 0.509 1.157
H 2.062 -0.918 0.323
H -0.357 -2.378 -1.361
H -0.176 -1.424 0.959
H -2.584 -0.574 0.700
H -1.846 0.736 -0.148
H -0.008 0.104 -2.708
H 1.543 0.996 -2.285
H 0.020 1.670 -1.634
H 0.803 1.360 3.484
H -1.516 0.535 1.671
O 0.826 1.145 2.539
*
```

Record 3
A structure of composition C22H47N5OPY at a distorted geometry, computed with ωB97M-V with the def2-TZVPD basis set.

As for the energy above the lowest of the compared OMol25 structures with the same formula, charge and spin: 47.0 kJ/mol. The calculation puts the LUMO energy at -5.30 eV. For the HOMO energy, the calculation gives -13.734 eV. The value obtained for the largest force on an atom is 1.305 eV Å⁻¹.

```
! RIJCOSX wB97M-V def2-TZVPD def2/J DEFGRID3
* xyz 2 1
Y -0.592 -0.016 1.562
N -1.348 2.474 1.641
C -0.426 3.332 2.434
C 0.951 2.711 2.552
N 0.913 1.307 3.037
C 0.623 1.155 4.486
C -0.855 1.028 4.806
N -1.485 -0.053 4.001
H -2.300 2.781 1.802
H -1.170 2.638 0.657
H -0.313 4.315 1.983
H -0.861 3.494 3.415
H 1.426 2.692 1.573
H 1.555 3.333 3.214
H 1.844 0.944 2.884
H 1.133 0.254 4.829
H 1.036 1.991 5.054
H -0.957 0.847 5.874
H -1.386 1.949 4.592
H -1.227 -0.950 4.402
H -2.490 -0.007 4.135
O 1.168 -1.676 2.493
C 0.713 -2.977 2.909
C -0.579 -3.344 2.231
C -0.976 -4.670 2.216
C -2.182 -5.006 1.628
C -2.960 -4.004 1.062
C -2.491 -2.714 1.112
N -1.323 -2.372 1.691
H 2.128 -1.687 2.480
H 0.577 -2.988 3.991
H 1.463 -3.725 2.666
H -0.338 -5.430 2.654
H -2.508 -6.039 1.600
H -3.904 -4.222 0.581
H -3.065 -1.911 0.660
C -1.323 0.201 -4.011
C -1.270 0.634 -2.538
C -1.685 2.116 -2.466
C -2.325 -0.143 -1.734
P 0.417 0.453 -1.720
N 0.238 0.587 -0.144
C 1.160 -1.239 -2.140
C 2.271 -1.592 -1.134
C 1.740 -1.350 -3.558
C 0.080 -2.322 -1.957
C 1.555 1.824 -2.344
C 1.193 3.147 -1.632
C 1.549 2.060 -3.861
C 2.989 1.462 -1.904
H -2.299 0.479 -4.421
H -1.214 -0.873 -4.146
H -0.567 0.700 -4.617
H -2.735 2.198 -2.765
H -1.109 2.742 -3.143
H -1.594 2.525 -1.456
H -3.321 0.180 -2.046
H -2.246 0.089 -0.669
H -2.269 -1.221 -1.864
H 3.190 -1.035 -1.296
H 2.510 -2.655 -1.249
H 1.944 -1.425 -0.111
H 2.635 -0.744 -3.688
H 1.026 -1.081 -4.335
H 2.032 -2.391 -3.734
H -0.391 -2.266 -0.972
H 0.563 -3.300 -2.032
H -0.694 -2.290 -2.719
H 0.377 3.680 -2.116
H 2.067 3.805 -1.658
H 0.937 2.977 -0.583
H 0.596 2.453 -4.219
H 1.790 1.167 -4.434
H 2.309 2.811 -4.099
H 3.036 1.207 -0.842
H 3.628 2.334 -2.067
H 3.411 0.645 -2.486
*
```

Record 4
A cluster of 3 separate species, C19H21IO8 in total at a distorted geometry, computed with ωB97M-V with the def2-TZVPD basis set.

The calculation puts the LUMO energy at -1.84 eV. For the HOMO energy, the calculation gives -9.896 eV. Its structure (SMILES) is CCOCCOC[C@H](I)OC=O.O=C1C=CC(=O)C=C1.O=C1C=CC(=O)C=C1. The value obtained for the largest force on an atom is 9.553 eV Å⁻¹.

```
! RIJCOSX wB97M-V def2-TZVPD def2/J DEFGRID3
* xyz 0 1
C 0.465 -1.881 1.980
C -0.622 -2.509 0.875
O -1.803 -1.639 0.761
C -1.783 -0.823 -0.464
C -0.364 -0.062 -0.770
O -0.482 1.134 -1.638
C 0.662 2.043 -1.293
C 2.129 1.424 -1.682
I 3.799 2.705 -0.951
O 2.169 1.263 -3.169
C 2.758 -0.086 -3.443
O 3.733 -0.109 -4.391
H 0.929 -2.701 2.676
H 1.297 -1.328 1.334
H -0.095 -1.018 2.580
H -0.991 -3.534 1.364
H -0.114 -2.791 -0.143
H -2.064 -1.439 -1.419
H -2.614 0.020 -0.321
H 0.391 -0.790 -1.332
H 0.215 0.300 0.200
H 0.513 3.005 -1.984
H 0.566 2.427 -0.185
H 2.353 0.360 -1.244
H 2.418 -1.067 -2.902
C -3.693 0.889 -4.737
C -3.483 1.031 -3.425
C -4.600 0.984 -2.461
O -4.410 1.116 -1.260
C -5.957 0.773 -3.003
C -6.167 0.631 -4.316
C -5.050 0.677 -5.279
O -5.240 0.545 -6.480
H -2.884 0.921 -5.457
H -2.494 1.186 -3.011
H -6.766 0.740 -2.283
H -7.156 0.475 -4.729
C 3.856 0.958 5.928
C 3.566 1.076 4.629
C 3.392 -0.113 3.772
O 3.129 -0.006 2.582
C 3.549 -1.437 4.406
C 3.839 -1.555 5.705
C 4.013 -0.366 6.562
O 4.277 -0.474 7.752
H 3.988 1.820 6.571
H 3.447 2.040 4.149
H 3.418 -2.299 3.763
H 3.958 -2.519 6.185
*
```

Record 5
A structure of composition C50H44IN4NaO3PSSbSe3Te at a distorted geometry, computed with ωB97M-V with the def2-TZVPD basis set.

As for the energy above the lowest of the compared OMol25 structures with the same formula, charge and spin: 174.6 kJ/mol. The calculation puts the LUMO energy at 3.44 eV. For the HOMO energy, the calculation gives -0.455 eV. The value obtained for the largest force on an atom is 1.755 eV Å⁻¹.

```
! RIJCOSX wB97M-V def2-TZVPD def2/J DEFGRID3
* xyz -2 1
Na 0.864 0.291 1.531
I -0.321 -2.368 -0.841
C 0.309 -4.327 -0.442
C -0.692 -5.232 -0.659
C -0.484 -6.628 -0.533
C 0.750 -7.075 -0.209
C 1.818 -6.166 0.028
C 3.086 -6.714 0.349
C 4.150 -5.907 0.587
C 3.967 -4.509 0.547
C 2.768 -3.921 0.271
P 2.684 -2.037 0.339
C 3.722 -1.756 1.845
C 4.511 -0.623 2.024
C 5.136 -0.377 3.241
C 4.952 -1.235 4.311
C 4.109 -2.330 4.169
C 3.503 -2.583 2.950
C 3.791 -1.720 -1.122
C 3.259 -2.049 -2.370
C 3.971 -1.835 -3.538
C 5.243 -1.278 -3.490
C 5.791 -0.957 -2.258
C 5.073 -1.180 -1.087
C 1.636 -4.755 -0.049
H -1.670 -4.874 -0.942
H -1.305 -7.311 -0.710
H 0.954 -8.136 -0.118
H 3.180 -7.793 0.397
H 5.122 -6.316 0.827
H 4.814 -3.870 0.774
H 4.563 0.132 1.252
H 5.723 0.526 3.356
H 5.403 -1.016 5.271
H 3.866 -2.952 5.019
H 2.813 -3.416 2.888
H 2.258 -2.457 -2.432
H 3.517 -2.082 -4.490
H 5.798 -1.094 -4.402
H 6.784 -0.528 -2.198
H 5.533 -0.934 -0.143
C 2.634 1.771 -3.780
C 2.008 1.189 -2.542
N 1.076 0.307 -2.599
O 0.728 -0.038 -3.954
C 2.474 1.667 -1.220
C 3.392 2.850 -1.100
N 2.071 1.008 -0.171
O 2.464 1.406 1.002
H 1.936 2.445 -4.281
H 2.870 0.983 -4.492
H 3.539 2.321 -3.534
H 0.018 -0.678 -3.799
H 4.376 2.681 -1.551
H 3.524 3.041 -0.037
H 2.979 3.752 -1.567
Se 1.317 -0.188 4.206
Se 0.332 -1.852 5.539
Te -1.681 2.258 5.660
Se -0.140 1.688 3.724
N -4.271 -4.214 4.774
C -4.643 -3.453 3.702
O -5.783 -3.454 3.273
C -3.537 -2.628 3.110
C -3.831 -1.399 2.537
C -2.776 -0.618 2.094
N -1.504 -1.012 2.146
C -1.237 -2.198 2.671
C -2.221 -3.038 3.178
H -5.021 -4.653 5.282
H -3.428 -3.977 5.271
H -4.850 -1.040 2.490
H -2.943 0.383 1.713
H -0.192 -2.474 2.747
H -1.931 -3.978 3.625
S -1.168 1.511 -0.382
Sb -2.610 3.122 -0.860
C -1.649 4.567 -2.057
C -0.284 4.377 -2.254
C 0.435 5.295 -3.015
C -0.206 6.385 -3.582
C -1.568 6.573 -3.392
C -2.289 5.665 -2.626
C -3.496 4.173 0.694
C -4.392 5.215 0.439
C -4.978 5.888 1.499
C -4.675 5.514 2.805
C -3.796 4.475 3.057
C -3.195 3.797 1.998
C -4.231 2.413 -2.015
C -5.172 3.245 -2.618
C -6.216 2.703 -3.355
C -6.325 1.324 -3.487
C -5.393 0.492 -2.888
C -4.341 1.032 -2.154
H 0.208 3.516 -1.811
H 1.498 5.149 -3.158
H 0.358 7.095 -4.174
H -2.068 7.426 -3.832
H -3.348 5.832 -2.475
H -4.640 5.507 -0.573
H -5.671 6.698 1.308
H -5.138 6.035 3.634
H -3.557 4.148 4.063
H -2.512 2.978 2.214
H -5.106 4.321 -2.517
H -6.944 3.356 -3.820
H -7.142 0.899 -4.057
H -5.481 -0.582 -2.984
H -3.605 0.388 -1.685
*
```

Record 6
A structure of composition C21H31BrFeN3O7Si, computed with ωB97M-V with the def2-TZVPD basis set.

As for the energy above the lowest of the compared OMol25 structures with the same formula, charge and spin: 0.0 kJ/mol. The calculation puts the LUMO energy (spin up / spin down) at 1.72 / 2.30 eV. For the HOMO energy (spin up / spin down), the calculation gives -2.993 / -5.095 eV. The value obtained for the largest force on an atom is 0.169 eV Å⁻¹.

```
! RIJCOSX wB97M-V def2-TZVPD def2/J DEFGRID3
* xyz -1 5
Fe 0.398 -0.568 -1.101
O 0.509 3.961 2.517
C 0.585 2.856 2.028
C -0.614 1.841 1.995
O -1.741 2.075 2.421
C -0.070 0.724 1.335
C 1.234 0.969 0.858
O 1.800 0.118 0.034
C 1.717 2.264 1.264
O 2.770 2.864 0.903
O -0.716 -0.418 0.856
O 3.122 0.137 -5.634
C 2.967 -0.549 -4.469
C 3.846 -1.560 -4.079
C 3.598 -2.216 -2.889
N 2.563 -1.923 -2.103
C 1.772 -0.946 -2.473
Br -1.115 -1.872 -2.374
C 1.897 -0.223 -3.651
H 3.909 -0.184 -6.086
H 4.697 -1.830 -4.693
H 4.252 -3.014 -2.555
H 1.196 0.553 -3.922
C -1.301 -0.787 3.667
Si -1.261 -1.584 1.981
C 0.018 -2.988 2.021
C 0.354 -3.566 0.643
C 1.318 -2.434 2.625
C -0.502 -4.114 2.926
C -3.035 -2.048 1.476
C -3.159 -3.212 0.488
C -3.668 -0.794 0.852
C -3.823 -2.417 2.744
H -1.568 -1.521 4.431
H -2.023 0.030 3.688
H -0.328 -0.364 3.921
H 0.899 -2.852 0.021
H -0.524 -3.893 0.085
H 1.020 -4.429 0.764
H 1.716 -1.601 2.040
H 2.079 -3.223 2.633
H 1.180 -2.098 3.655
H -1.388 -4.600 2.512
H -0.752 -3.752 3.927
H 0.272 -4.881 3.039
H -2.634 -3.015 -0.446
H -4.218 -3.364 0.247
H -2.783 -4.148 0.906
H -3.218 -0.568 -0.115
H -3.548 0.088 1.488
H -4.741 -0.966 0.701
H -3.389 -3.276 3.265
H -4.848 -2.686 2.465
H -3.878 -1.586 3.449
C 0.445 4.758 -0.739
N -0.200 3.498 -1.066
C 0.448 2.411 -1.520
N 1.782 2.531 -1.753
O -0.197 1.358 -1.759
H -0.321 5.454 -0.408
H 0.936 5.167 -1.624
H 1.177 4.649 0.064
H -1.140 3.322 -0.754
H 2.296 3.033 -1.023
H 2.214 1.629 -1.903
*
```

Record 7
An isolated molecule of C4H10N2OS at a distorted geometry, computed with ωB97M-V with the def2-TZVPD basis set.

As for the energy above the lowest of the compared OMol25 structures with the same formula, charge and spin: 135.4 kJ/mol. The calculation puts the LUMO energy at 0.60 eV. For the HOMO energy, the calculation gives -9.142 eV. Its structure (SMILES) is NC(=O)[C@H](N)CCS. The value obtained for the largest force on an atom is 2.957 eV Å⁻¹.

```
! RIJCOSX wB97M-V def2-TZVPD def2/J DEFGRID3
* xyz 0 1
N 1.756 -0.533 -0.128
C 0.363 -0.207 -0.503
C -0.414 0.078 0.770
C 0.196 1.235 1.608
S -0.968 2.106 2.827
C -0.183 -1.417 -1.343
N -0.975 -0.952 -2.352
O 0.169 -2.504 -0.955
H 2.172 -1.083 -0.877
H 1.846 -0.785 0.839
H 0.409 0.821 -0.967
H -1.439 0.298 0.323
H -0.584 -0.743 1.428
H 0.597 1.918 0.810
H 0.988 0.847 2.299
H -1.925 2.218 1.896
H -1.018 -1.404 -3.250
H -0.989 0.108 -2.424
*
```

Record 8
A structure of composition H10Si7 at a distorted geometry, computed with ωB97M-V with the def2-TZVPD basis set.

As for the energy above the lowest of the compared OMol25 structures with the same formula, charge and spin: 122.1 kJ/mol. The calculation puts the LUMO energy at -1.71 eV. For the HOMO energy, the calculation gives -8.199 eV. The value obtained for the largest force on an atom is 4.158 eV Å⁻¹.

```
! RIJCOSX wB97M-V def2-TZVPD def2/J DEFGRID3
* xyz 0 1
Si -2.095 1.250 0.863
Si 2.026 0.874 0.658
Si -0.546 -0.421 -1.657
Si -0.045 1.372 -0.266
Si -3.180 -0.881 0.558
Si 1.909 -1.385 0.738
Si -0.886 -1.763 0.300
H -1.862 1.327 2.405
H -2.818 2.408 0.192
H 2.980 1.469 -0.553
H 2.391 1.847 1.563
H -1.590 -0.414 -2.649
H 0.501 -0.490 -2.678
H -0.099 2.517 -1.086
H 2.254 -2.228 1.874
H 2.369 -2.404 -0.245
H -1.309 -3.078 -0.017
*
```